Density functional theory data (the ωB97M-V functional and the def2-TZVPD basis) for C26H41F9N2O6 in the gas phase at a distorted geometry.

Structure (XYZ):
```
84
Properties=species:S:1:pos:R:3:forces:R:3:mulliken_charge:R:1
C 2.32969 5.92062 -1.76279 -1.1 0.4 -0.5 -0.730
C 3.14204 5.57328 -3.14956 -1.0 -1.0 -0.3 -0.350
C 4.53906 4.74165 -2.94117 0.0 -0.2 -0.1 -0.615
C 4.49343 3.60139 -1.75505 -0.2 0.4 0.5 -0.588
C 3.22814 2.55641 -1.86224 0.1 -0.2 0.5 0.210
C 3.64889 0.98057 -2.02253 -0.5 0.1 -0.9 -0.928
C 2.42816 0.02740 -2.65368 3.1 0.2 -1.8 -0.393
N 1.52083 -0.51115 -1.57058 -0.2 -0.4 -0.9 0.328
C 1.72767 -2.01448 -1.47065 0.3 -1.8 1.1 -0.908
C 0.81810 -2.60391 -0.21130 0.8 -1.6 0.0 0.235
C 1.56981 -2.37139 1.24248 0.3 0.8 0.4 -0.561
C 0.54612 -2.10270 2.49469 -0.1 1.1 0.7 -0.604
C 1.14114 -2.57218 3.96815 -1.2 -0.5 -0.8 -0.372
C 0.68986 -4.14961 4.15670 1.0 -0.2 -0.3 -0.716
N -0.31576 -4.35767 5.28540 2.3 -0.1 1.2 -0.019
C -0.76675 -5.80668 5.34291 -0.8 -0.8 0.4 -0.821
C 0.31538 -4.04401 6.64020 4.9 -0.5 2.0 0.381
C -0.65985 -3.43994 7.85190 0.3 -0.6 -1.3 -0.833
O 1.60864 -4.22660 6.92540 -7.4 1.2 -2.2 -0.561
O -0.58899 -2.17619 -0.24159 1.3 1.3 -0.9 -0.406
C -0.71750 -0.70837 -0.38921 1.1 1.8 0.8 -0.328
C -2.24695 -0.15231 -0.20117 -1.0 -0.5 0.7 -0.997
C -3.39862 -0.97853 -1.02379 -0.4 -0.8 0.6 -0.498
C -4.87687 -0.21723 -0.89655 0.3 -2.7 0.3 0.747
F -5.90885 -1.09122 -1.56888 2.9 2.6 2.2 -0.331
F -5.20688 -0.16998 0.54914 0.5 0.4 -4.3 -0.295
C -4.93527 1.23518 -1.65704 -1.1 0.4 -2.2 0.460
F -3.77229 1.44884 -2.54865 -3.5 -0.8 2.9 -0.162
F -6.14534 1.21237 -2.56165 3.8 0.4 2.8 -0.329
C -5.13578 2.52858 -0.67043 -1.3 0.3 2.2 0.654
F -4.19539 2.59058 0.47685 -2.9 -0.4 -4.0 -0.235
F -6.52616 2.39701 -0.09379 4.5 0.4 -1.8 -0.292
C -5.09607 3.98811 -1.41532 -0.3 3.8 0.2 0.516
F -3.78614 4.34120 -2.02721 -5.0 -1.6 2.0 -0.180
F -5.31751 5.01277 -0.32682 0.8 -3.5 -3.7 -0.255
F -6.25416 4.19509 -2.36274 4.5 -1.0 3.1 -0.227
C 0.03823 -0.12824 -1.76409 -1.8 0.2 0.2 1.312
C -0.56034 -0.84199 -3.11118 -0.2 -1.8 0.0 -0.957
O -1.54264 -0.04574 -3.86196 1.9 1.8 4.3 -0.027
O -1.85298 -0.79104 -4.91551 -2.5 -2.6 -3.7 -0.537
C -0.00394 1.50992 -1.75948 -0.1 7.8 1.7 0.173
O 0.06290 2.31490 -2.82588 -0.1 -5.5 4.3 -0.754
O -0.06987 2.20652 -0.43174 0.5 -5.0 -5.9 -0.807
H 2.87203 6.69127 -1.05830 -0.8 -1.7 -1.4 0.255
H 1.96178 4.95003 -1.17385 1.1 2.1 -1.3 0.108
H 1.31972 6.45851 -2.10375 2.2 -1.1 0.8 0.295
H 2.42055 4.85953 -3.77810 1.4 1.6 1.4 0.176
H 3.25700 6.54799 -3.82464 0.1 -2.1 1.6 0.337
H 4.81893 4.15714 -3.94406 -0.5 1.6 2.0 0.222
H 5.36824 5.51972 -2.65595 -1.3 -1.7 -0.7 0.320
H 4.34955 4.19919 -0.73386 0.6 -1.5 -2.1 0.282
H 5.52229 2.99916 -1.76155 -2.1 1.4 0.2 0.303
H 2.61647 2.85391 -2.81444 0.8 -0.7 2.1 -0.033
H 2.60729 2.63694 -0.85115 0.9 0.0 -2.5 0.151
H 3.97300 0.45778 -1.02704 -0.4 1.1 -1.7 0.134
H 4.53615 0.93132 -2.78976 -1.7 -0.1 1.5 0.389
H 1.88199 0.52553 -3.56138 0.6 -0.7 2.2 0.353
H 3.00168 -0.91822 -3.10307 -1.4 2.0 1.0 0.369
H 1.82425 -0.10543 -0.65715 -0.5 0.0 -0.7 0.574
H 1.52291 -2.59089 -2.48597 0.1 1.7 2.1 0.365
H 2.88274 -2.18169 -1.23068 -2.5 0.4 -0.4 0.443
H 0.80550 -3.78673 -0.37281 -0.2 2.6 0.3 0.341
H 2.30106 -3.27651 1.50247 -1.7 1.8 -0.8 0.342
H 2.26372 -1.40875 1.16153 -1.3 -2.0 0.2 0.088
H 0.35899 -0.92844 2.59448 0.4 -2.5 -0.5 0.259
H -0.51336 -2.59698 2.34608 2.2 0.9 0.2 0.268
H 0.60066 -1.87952 4.77529 1.4 -1.7 -1.6 0.301
H 2.30773 -2.48550 4.01372 -2.3 0.0 0.0 0.252
H 0.18897 -4.57394 3.16656 0.9 1.0 2.1 0.460
H 1.65877 -4.78698 4.34386 -1.8 1.1 -0.2 0.290
H -0.14557 -6.53703 4.66310 -1.0 1.6 1.3 0.297
H -0.63999 -6.18716 6.46140 -0.6 0.6 -2.5 0.332
H -1.88869 -5.83720 4.97685 2.3 -0.2 0.9 0.264
H -0.55097 -4.11458 8.80767 -0.1 1.4 -2.0 0.295
H -1.75517 -3.49223 7.44012 2.1 0.4 1.0 0.265
H -0.29662 -2.32732 8.07187 -0.9 -2.5 -0.5 0.289
H -0.08252 -0.24410 0.50879 -1.5 -0.6 -2.0 0.256
H -2.40051 0.98384 -0.43418 1.2 -2.2 0.4 0.245
H -2.50767 -0.28442 0.95637 0.6 0.3 -2.6 0.353
H -3.15422 -1.19429 -2.14767 -0.6 0.8 2.1 0.056
H -3.50289 -2.04196 -0.49524 -0.1 2.4 -1.2 0.354
H 0.24977 -1.20387 -3.88455 -1.3 0.9 1.6 0.324
H -1.13308 -1.83222 -2.76968 1.3 1.9 -0.6 0.292
H -2.86763 -0.83717 -5.01092 2.1 0.4 0.8 0.333
```
Forces are in eV/Å.

Calculated values
**Lowest unoccupied orbital energy**: -0.083 eV
**HOMO-LUMO gap**: 0.29884 Eh
**E_tot**: -2474.31069 Eh
**HOMO level**: -8.2 eV